Entry from the OMol25 dataset: C8H32B3O4Pb as an isolated structure in a non-equilibrium geometry (ωB97M-V/def2-TZVPD).

The geometry in XYZ format:
```
48
Properties=species:S:1:pos:R:3:forces:R:3
Pb -17.37513 25.28106 18.46048 0.02 -1.32 -0.85
B -14.98555 24.45909 19.24671 0.41 0.17 0.28
H -14.77006 25.59257 19.41090 0.02 1.55 0.12
H -13.99472 23.92166 19.51783 0.98 -0.99 0.30
H -15.88387 24.12402 19.91193 -0.93 -0.56 1.29
H -15.30452 24.25277 18.14981 0.05 -0.32 -1.52
B -19.16792 23.45540 19.25401 -0.43 -0.69 -0.17
H -18.16016 22.97454 18.93034 1.16 -0.81 -0.51
H -19.81956 22.68919 19.83305 -0.63 -0.81 0.99
H -18.85199 24.36613 19.88646 -0.18 1.41 1.66
H -19.78042 23.80298 18.33055 -0.55 0.61 -1.22
B -17.42966 24.46836 15.93886 -0.21 0.00 -0.43
H -16.43689 24.98508 16.25998 1.42 0.81 0.01
H -17.44101 24.18371 14.81438 0.19 -0.39 -1.33
H -17.58084 23.54526 16.62513 -0.13 -1.21 0.72
H -18.32658 25.19222 16.11970 -1.19 1.01 0.19
C -17.65519 26.26037 21.82497 -0.45 0.19 1.18
O -17.45256 26.80511 20.54568 0.62 0.46 0.32
C -16.50655 27.85351 20.54806 -0.14 1.09 -0.28
C -16.39165 28.50442 19.16844 -0.54 -0.04 -0.15
O -16.26796 27.55084 18.12178 0.52 1.43 0.43
C -15.78821 28.10660 16.90963 -0.37 -0.56 -0.62
H -18.27067 25.37108 21.71696 0.16 -0.08 -0.05
H -18.17617 26.96482 22.49483 -0.28 0.15 -0.39
H -16.75058 26.05215 22.40678 0.34 -0.33 -0.68
H -15.52822 27.57877 20.94786 -0.09 -0.50 -0.08
H -16.91430 28.66884 21.16549 0.20 -0.06 0.27
H -15.58594 29.24509 19.13155 0.39 -0.34 0.26
H -17.28863 29.12123 19.01666 -0.23 -0.28 -0.22
H -14.70933 28.27676 16.89820 0.04 -0.03 0.33
H -16.30058 29.03156 16.62447 -0.12 0.06 0.24
H -16.03185 27.35079 16.16080 0.18 0.08 -0.11
C -20.09041 31.04251 15.52345 -0.81 1.44 0.56
O -19.78439 29.69302 15.50389 0.37 -0.35 -0.44
C -19.85490 29.11450 16.79942 -0.11 0.14 -0.29
C -19.62078 27.62022 16.70802 -0.18 0.06 -1.02
O -19.41422 27.07636 17.98311 -0.28 0.34 0.04
C -20.61428 26.74648 18.68370 0.26 -0.51 -0.23
H -19.95528 31.59478 14.59152 0.57 -0.74 -0.33
H -19.53491 31.59332 16.29477 0.20 -0.13 0.00
H -21.15190 31.25651 15.73724 -0.06 -0.44 0.26
H -20.84812 29.35761 17.19084 0.08 -0.05 0.44
H -19.05952 29.50779 17.44236 -0.15 0.31 0.10
H -18.75390 27.44637 16.06691 0.26 -0.06 0.38
H -20.42917 27.13519 16.14922 -0.18 -0.11 0.31
H -21.42762 27.42893 18.42819 0.07 0.18 0.26
H -20.35083 26.74658 19.73993 -0.24 0.22 0.04
H -20.91391 25.72687 18.43037 -0.02 0.01 -0.06
```
Forces are in eV/Å.

Output
Relative energy (zero: lowest compared OMol25 entry of this formula, charge and spin): 0.000 eV
E_HOMO: -0.1797 Ha
Net charge: -1
Total energy: -892.148169 hartree
Orbital gap: 7.349 eV
2S+1: 1
Lowest unoccupied orbital energy: 2.4605 eV

Entry from the OMol25 dataset: C8H32BrN16O8Y as an isolated structure in a non-equilibrium geometry (ωB97M-V/def2-TZVPD).

The geometry in XYZ format:
```
66
Properties=species:S:1:pos:R:3:forces:R:3
Y -0.07212 -0.40323 0.01643 0.19 -0.73 -0.13
Br 0.49327 -3.32441 -0.11580 0.10 0.24 -0.16
C -2.95659 -2.03068 1.55151 -2.37 -1.03 -2.06
O -1.99400 -1.49470 1.00860 0.16 0.74 0.75
N -4.12784 -1.39981 1.87640 1.57 0.49 0.29
N -3.11518 -3.37856 1.53895 1.81 -0.84 -0.18
H -4.93911 -1.95691 2.04666 -0.31 0.33 0.30
H -4.08644 -0.39995 1.93022 -0.54 -0.09 0.04
H -3.91801 -3.94277 1.73940 -0.35 0.49 0.34
H -2.35867 -3.88953 1.10076 0.04 0.15 0.06
C 2.69190 -0.82620 -2.45419 0.03 -0.82 -0.50
O 1.71855 -0.67931 -1.71272 0.23 -0.23 -0.34
N 2.58490 -0.98477 -3.79098 -0.38 0.38 -0.35
N 3.95889 -0.93327 -1.98756 -0.53 0.45 1.70
H 3.40201 -1.04610 -4.36756 -0.03 -0.16 -0.10
H 1.66986 -1.10410 -4.18958 0.00 0.13 0.02
H 4.81273 -1.09112 -2.48331 -0.12 -0.16 -0.32
H 3.93449 -1.03837 -0.98429 0.64 0.09 -0.09
C 1.07652 2.56538 -1.52831 -0.74 0.09 -0.30
O 0.45799 1.54219 -1.21939 0.11 0.79 0.17
N 1.52464 2.76520 -2.79041 0.14 -0.38 -0.21
N 1.24685 3.64486 -0.73096 0.29 -0.06 0.46
H 1.13984 2.19960 -3.52401 0.30 -0.16 0.03
H 2.09538 3.55306 -3.02923 -0.09 0.10 -0.17
H 0.96632 3.64844 0.23231 0.09 -0.26 -0.07
H 1.81688 4.40527 -1.05018 -0.04 0.15 0.05
C -1.13639 -1.49295 -3.26779 1.59 -0.81 0.03
O -1.10153 -1.04015 -2.12843 -0.77 0.04 0.17
N -0.60516 -0.78283 -4.32047 -0.30 -0.36 0.38
N -1.44325 -2.77717 -3.59432 -0.30 0.81 0.32
H -0.56603 0.21289 -4.20897 0.10 0.01 -0.28
H -0.58072 -1.24808 -5.21006 -0.13 0.62 -0.34
H -1.90991 -3.35814 -2.91973 0.19 -0.08 0.06
H -1.47348 -3.01700 -4.56712 -0.26 -0.33 0.03
C -0.28416 2.50157 1.96452 -0.92 0.32 0.84
O -0.37080 1.32306 1.63499 0.42 0.45 0.19
N -1.20576 3.42260 1.59272 -0.07 0.17 -0.49
N 0.64799 3.02421 2.82144 0.50 -0.68 -0.23
H -1.96031 3.16152 0.98250 0.17 -0.07 -0.17
H -1.21333 4.33830 2.00078 -0.14 0.07 0.03
H 1.11127 2.41865 3.47635 0.13 -0.13 -0.27
H 0.73592 4.00932 2.98249 -0.23 0.10 0.12
C -3.23350 1.37601 -0.79580 1.16 -0.72 0.67
O -2.09913 0.92701 -0.58501 -0.58 0.45 -0.54
N -3.77413 1.61352 -2.01024 0.51 -0.16 0.30
N -4.04741 1.65043 0.24877 -0.97 0.52 0.01
H -4.70112 1.98892 -2.06297 -0.02 0.05 -0.46
H -3.17666 1.52600 -2.81156 -0.21 -0.02 -0.11
H -4.89823 2.14674 0.04462 -0.11 0.01 0.45
H -3.71219 1.64360 1.19346 0.20 -0.06 -0.07
C 0.42338 -1.83374 3.31074 -0.69 -0.79 -1.45
O 0.27023 -1.17060 2.27249 1.08 0.66 0.86
N 0.39389 -3.17548 3.24118 -0.31 -0.76 0.27
N 0.59604 -1.32242 4.54709 0.04 0.65 0.27
H 0.19461 -3.73595 4.05202 0.33 0.01 0.09
H 0.25376 -3.61825 2.33987 -0.09 0.33 -0.17
H 0.33674 -1.85092 5.35846 0.32 -0.04 0.11
H 0.98474 -0.40543 4.65894 -0.33 0.09 0.01
C 3.21545 -0.01311 1.33820 -0.60 0.96 -0.26
O 2.17520 0.29416 0.74707 -0.10 -0.13 0.14
N 4.03625 0.95468 1.83772 0.43 -0.53 0.38
N 3.64932 -1.27057 1.53091 0.22 0.12 0.00
H 3.87430 1.93893 1.75167 -0.37 -0.07 -0.23
H 4.88046 0.66755 2.29929 0.11 0.25 0.01
H 4.50767 -1.35690 2.04225 0.03 -0.64 -0.05
H 3.18291 -2.07017 1.12921 -0.24 0.00 0.14
```
Forces are in eV/Å.

Output
Relative energy (zero: lowest compared OMol25 entry of this formula, charge and spin): 0.962 eV
E_HOMO: -0.4627 Ha
Net charge: +2
Total energy: -4414.554313 hartree
Orbital gap: 8.367 eV
2S+1: 1
Lowest unoccupied orbital energy: -4.2242 eV

Entry from the OMol25 dataset: C8H32O8 as an isolated structure in a non-equilibrium geometry (ωB97M-V/def2-TZVPD).

The geometry in XYZ format:
```
48
Properties=species:S:1:pos:R:3:forces:R:3
O 0.68097 0.01222 0.41496 11.92 -7.83 8.00
H 0.91163 -0.89471 0.61623 -0.34 0.75 -0.72
H -0.12927 0.16720 0.90049 -0.09 -0.24 1.03
O -0.82785 0.23386 1.71672 2.11 -4.72 6.24
H -1.02407 -0.55076 2.22868 -0.02 -0.23 0.16
H -1.66918 0.49089 1.33946 4.05 0.04 2.41
O 0.33953 1.53096 2.96355 2.36 2.71 2.89
H 0.06135 0.84763 2.35371 0.52 1.15 0.72
H -0.30800 2.22750 2.85511 0.01 0.17 0.04
O 2.70292 1.17649 0.78369 2.81 2.06 -0.01
H 1.84867 0.77773 0.61793 -0.68 0.14 -0.07
H 3.32767 0.45953 0.67462 0.56 0.60 -0.62
C 2.06002 -0.98420 2.24022 -0.27 -1.75 1.20
C 1.68231 -2.35646 1.62959 0.72 -0.06 2.34
O 0.96633 -2.17039 0.43801 3.44 -3.07 1.82
H 1.12306 -0.48497 2.48713 0.89 0.04 0.16
H 2.68220 -0.36577 1.59328 -0.72 -1.05 1.08
H 2.57201 -1.07625 3.19807 0.12 -0.45 -0.04
H 0.95654 -2.91766 2.21817 0.31 0.05 1.02
H 2.54589 -3.01390 1.52917 0.21 0.13 -0.42
H 0.87737 -3.05202 0.06864 0.45 0.16 0.37
C -0.33571 -1.18506 -1.86376 1.22 -0.78 0.14
C -0.29012 -2.61250 -1.31207 -2.68 0.52 -1.42
O -1.18586 -3.45440 -2.02248 0.45 -0.95 -0.43
H -0.02877 -1.15547 -2.90923 -0.18 -0.27 -0.07
H 0.40591 -0.60388 -1.31573 -0.39 -1.51 -1.44
H -1.24904 -0.60123 -1.74944 -0.06 -0.92 -0.24
H -0.47998 -2.64687 -0.23928 -2.16 0.05 -1.16
H 0.74068 -2.96668 -1.32275 -0.38 -0.60 -1.97
H -2.09869 -3.26654 -1.79215 0.16 0.24 0.14
C -2.82913 2.12881 -0.42898 0.09 -1.01 -0.67
C -2.39243 0.67470 -0.12133 -2.33 2.51 -3.63
O -2.61257 0.55814 1.23504 -15.85 0.72 -1.68
H -2.27018 2.83230 0.18810 0.40 0.02 -0.55
H -3.87263 2.28906 -0.15783 -0.24 -0.26 0.00
H -2.76146 2.23851 -1.51132 0.33 0.72 0.12
H -1.34423 0.53419 -0.38521 -1.23 0.29 0.04
H -3.02715 -0.00358 -0.69158 0.00 -0.28 0.09
H -3.54972 0.36123 1.30274 -0.15 0.10 0.85
C 0.81107 2.64044 -2.63507 0.14 0.82 -0.09
C 1.06846 1.42314 -1.73260 0.38 1.09 -0.29
O 0.00683 1.10418 -0.87337 -3.79 11.93 -10.47
H 1.64886 3.00617 -3.22875 0.67 -0.83 -0.07
H 0.64053 3.57409 -2.09906 -0.57 -0.24 0.65
H 0.02312 2.55679 -3.38357 -0.35 -0.44 0.27
H 1.97230 1.57509 -1.14261 -0.02 0.61 0.00
H 1.39485 0.58952 -2.35441 -0.44 -0.37 -0.46
H 0.23474 0.35301 -0.32074 -1.37 0.24 -5.24
```
Forces are in eV/Å.

Output
Relative energy (zero: lowest compared OMol25 entry of this formula, charge and spin): 19.352 eV
E_HOMO: -0.2974 Ha
Net charge: 0
Total energy: -925.180619 hartree
Orbital gap: 7.785 eV
2S+1: 1
Lowest unoccupied orbital energy: -0.3059 eV

Entry from the OMol25 dataset: a 10-piece molecular cluster, C8H36BF4N2O9 overall (ωB97M-V/def2-TZVPD).

The geometry in XYZ format:
```
60
Properties=species:S:1:pos:R:3:forces:R:3
B 4.69871 17.06217 3.49955 -0.06 -0.07 -0.56
F 4.67606 15.73924 4.02939 0.08 0.11 0.06
F 5.76132 17.77190 4.01993 0.08 0.00 0.14
F 4.90738 16.92038 2.07529 -0.16 0.13 0.40
F 3.48467 17.69171 3.72476 0.05 -0.07 0.13
C 11.56883 17.11624 7.92802 -0.28 0.42 -0.42
C 11.43737 15.84992 7.09896 0.70 -0.23 0.48
C 10.22610 15.88330 6.20451 0.33 0.25 -0.48
O 9.08495 16.12950 6.95408 -0.36 -0.20 0.25
C 7.91991 16.13244 6.15197 0.05 0.10 -0.37
N 12.68506 15.67357 6.33709 -0.05 0.36 -0.27
H 11.47816 17.98838 7.26350 0.19 -0.08 0.05
H 12.53959 17.14981 8.41699 -0.02 -0.03 0.14
H 10.75623 17.22975 8.64183 0.06 -0.20 0.12
H 11.37786 15.00112 7.78966 -0.19 -0.02 -0.10
H 10.17210 14.94066 5.63611 -0.21 -0.03 0.07
H 10.36994 16.69093 5.46073 -0.01 -0.07 0.01
H 7.97306 16.91589 5.38414 -0.03 0.03 0.13
H 7.06963 16.32861 6.79645 -0.07 -0.03 0.01
H 7.80652 15.17900 5.62144 -0.12 -0.03 0.15
H 12.84845 16.53438 5.81552 0.09 -0.11 0.07
H 12.59865 14.95265 5.62678 -0.12 -0.10 0.14
C 8.04197 20.63582 3.90854 -0.06 0.01 -0.33
C 7.19697 21.16929 2.73309 0.60 0.17 0.51
C 8.08169 21.84053 1.70829 -0.07 -0.31 -0.19
O 8.72486 22.93652 2.31083 0.30 0.17 0.08
C 9.93718 23.27951 1.68126 -0.53 0.31 -0.16
N 6.40722 20.15431 2.06123 -0.15 -0.57 0.08
H 8.97776 20.20504 3.53649 -0.01 -0.01 0.04
H 7.50182 19.84180 4.42463 -0.05 0.09 0.12
H 8.27876 21.43800 4.60682 0.08 -0.06 0.04
H 6.58788 21.99014 3.13133 -0.46 -0.34 -0.08
H 7.46537 22.15842 0.85872 0.11 0.05 -0.08
H 8.82583 21.11195 1.35021 -0.02 0.04 -0.05
H 10.30719 24.16298 2.19898 0.25 -0.14 0.05
H 9.77203 23.56273 0.63139 0.03 -0.10 0.01
H 10.64700 22.44843 1.71235 0.14 0.06 0.08
H 6.05768 19.49326 2.75461 -0.25 0.37 0.01
H 7.01118 19.54518 1.50781 0.07 0.36 -0.19
O 7.27787 17.46173 0.73662 0.20 -0.08 0.00
H 7.11296 16.70744 0.15869 -0.04 0.04 -0.03
H 6.55585 17.42081 1.37779 0.00 -0.05 -0.03
O 4.22132 16.90285 6.82091 -0.02 0.00 0.15
H 4.51747 16.07475 6.43195 -0.01 0.00 -0.11
H 3.84819 17.38450 6.07436 -0.01 0.02 -0.03
O 0.73793 16.44229 3.31412 -0.14 -0.02 0.00
H 1.09358 15.54256 3.29322 0.10 0.10 -0.01
H 1.52495 16.99849 3.33330 0.03 -0.01 0.03
O 2.55398 14.17700 3.16905 -0.08 -0.28 -0.13
H 3.37509 14.60315 3.44776 0.06 0.17 0.10
H 2.63560 13.26345 3.45518 -0.02 0.00 0.01
O 4.16670 18.33144 -0.99096 -0.06 0.04 -0.02
H 4.46212 17.53628 -0.53418 -0.02 -0.04 -0.09
H 4.15701 19.00809 -0.30665 0.08 0.00 0.05
O 5.16615 15.22158 -0.03917 0.10 0.13 -0.02
H 4.73108 14.38992 0.16779 -0.02 -0.02 -0.02
H 5.00375 15.77297 0.74168 -0.07 -0.17 0.05
O 6.73848 13.93492 3.21189 0.07 0.03 -0.06
H 7.53699 14.19684 2.74498 0.00 0.00 -0.06
H 6.19032 14.73123 3.21576 -0.05 -0.08 0.15
```
Forces are in eV/Å.

Output
Relative energy (zero: lowest compared OMol25 entry of this formula, charge and spin): 0.000 eV
E_HOMO: -0.2508 Ha
Net charge: -1
Total energy: -1537.730700 hartree
Orbital gap: 9.347 eV
2S+1: 1
Lowest unoccupied orbital energy: 2.5215 eV

Entry from the OMol25 dataset: a 12-piece molecular cluster, C8H37BO16S overall in a non-equilibrium geometry (ωB97M-V/def2-TZVPD).

The geometry in XYZ format:
```
63
Properties=species:S:1:pos:R:3:forces:R:3
C 2.02762 -0.41956 -0.36828 0.20 -1.00 1.10
C 1.45482 0.34548 -1.26635 0.13 0.65 -0.47
C 0.41638 -0.20049 -2.19430 -0.80 1.19 0.50
C -1.00995 0.13722 -1.71103 -0.38 -0.98 -0.18
C -1.90191 -1.09094 -1.47311 0.21 0.75 -0.21
C -3.08724 -0.61981 -0.62053 -0.19 -0.74 -0.19
B -4.12163 -1.76380 -0.21733 -0.49 0.11 -0.33
O -5.39285 -1.74760 -0.78827 -0.15 0.75 0.72
O -3.86749 -2.74129 0.68940 0.29 -0.53 -0.63
C -2.74164 -3.59276 0.39768 -0.13 0.14 0.90
C -3.72296 0.61352 -1.27012 0.54 0.38 0.34
O -3.42700 0.72121 -2.68852 0.04 -0.14 0.53
S -1.90146 1.13973 -2.91097 0.51 -0.09 0.13
O -1.58521 0.70829 -4.21354 0.15 -0.91 -1.40
O -1.69171 2.51720 -2.65025 -0.35 1.20 0.83
H 1.40430 -1.16316 0.11777 0.43 -1.17 -0.69
H 3.06684 -0.35216 -0.08655 -0.22 0.84 0.87
H 1.74831 1.38707 -1.27858 0.50 -0.03 -1.14
H 0.58664 -1.26340 -2.29378 -0.33 -0.30 0.02
H 0.56744 0.23430 -3.17392 0.13 0.03 -0.30
H -0.93890 0.63857 -0.75562 -0.05 0.64 0.00
H -1.31277 -1.85391 -0.99072 0.09 -0.21 0.20
H -2.19417 -1.45094 -2.45562 -0.26 -0.38 -0.03
H -2.64967 -0.25859 0.30927 0.11 -0.08 0.31
H -5.99360 -1.25848 -0.20154 -0.20 -0.38 -0.51
H -1.82471 -3.08940 0.65548 0.40 0.06 -0.12
H -2.74252 -3.95446 -0.62480 -0.02 0.16 -0.27
H -2.81065 -4.45570 1.03951 -0.09 -0.23 0.23
H -4.79134 0.66694 -1.13735 -0.31 -0.12 -0.29
H -3.29671 1.49812 -0.80724 -0.09 0.32 0.13
O 0.78441 3.46234 -1.29140 0.10 0.52 0.22
H -0.07174 3.90656 -1.32521 -0.12 -0.36 -0.26
H 1.26814 3.82463 -2.04277 -0.06 -0.06 0.01
O 4.44232 -0.24921 -2.29952 0.20 0.06 -0.20
H 3.76994 0.11566 -2.88543 -0.04 -0.05 0.12
H 5.27970 0.04262 -2.67690 -0.05 -0.03 0.04
O -0.03946 -4.53055 1.53985 0.12 0.20 -0.30
H -0.00792 -4.39387 2.49369 -0.05 -0.26 -0.02
H 0.83372 -4.87924 1.32942 -0.02 0.09 0.11
O 4.70294 0.57586 1.09006 0.07 0.05 0.36
H 5.64255 0.38428 1.21304 -0.01 0.17 -0.13
H 4.62327 1.50803 1.32423 0.07 -0.03 -0.11
O 0.50125 5.96503 1.09318 0.09 -0.01 -0.02
H 0.42208 5.39503 0.32009 0.11 -0.02 0.03
H 1.27264 5.62090 1.55819 -0.10 -0.02 0.01
O -6.73362 1.04458 -3.13662 0.05 0.11 0.21
H -5.81107 0.78675 -3.02880 -0.01 -0.05 -0.21
H -6.75062 1.97550 -2.88810 -0.02 -0.06 -0.09
O -0.68413 -5.99194 3.89513 -0.04 -0.16 0.31
H -0.03961 -6.70820 3.88531 -0.03 0.08 -0.08
H -1.36975 -6.29248 4.50213 0.04 0.07 -0.05
O 2.93034 1.70835 3.43163 0.07 -0.03 -0.09
H 2.90879 1.16345 2.63432 0.00 -0.05 0.08
H 3.69061 1.37632 3.92146 -0.07 0.01 -0.05
O 2.52117 -4.37776 2.98985 0.10 0.07 0.17
H 2.97702 -4.66946 3.78714 -0.03 -0.01 -0.08
H 2.52567 -3.41517 3.04969 -0.02 -0.07 -0.09
O 7.66416 1.08554 0.99714 0.20 -0.06 0.04
H 8.13517 1.90412 1.18906 -0.11 -0.03 0.00
H 8.35833 0.42146 0.91655 -0.08 0.03 -0.01
O -0.65668 8.25310 2.74052 -0.01 0.07 -0.05
H -1.39527 7.67975 2.50982 0.10 0.00 0.03
H 0.03938 7.97683 2.13244 -0.11 -0.10 0.01
```
Forces are in eV/Å.

Output
E_HOMO: -0.3181 Ha
Net charge: 0
Total energy: -1953.866516 hartree
SMILES: C=CC[C@@H]1C[C@H](B(O)OC)COS1(=O)=O.O.O.O.O.O.O.O.O.O.O.O
Orbital gap: 8.676 eV
2S+1: 1
Lowest unoccupied orbital energy: 0.0211 eV

Question: The highest total energy belongs to which entry?
Answer: C8H32B3O4Pb